(1)
A 2-piece molecular cluster, C3H11N2O2 overall in a non-equilibrium geometry. Source: the OMol25 dataset; level of theory: ωB97M-V with the def2-TZVPD basis set.

Computed properties:
- Total charge: +1
- Electronic energy: -380.65968 a.u.
- Orbital gap: 11.1 eV
- E_LUMO: -3.147 eV

XYZ file:
```
18
Properties=species:S:1:pos:R:3:nbo_charge:R:1
O -0.33692 -1.35342 1.89508 -0.5954
C -1.12300 -0.58763 1.35486 0.6284
N -2.19124 -0.08388 1.98167 -0.7809
C -0.91469 -0.38458 -0.11305 -0.3042
N 0.45444 -0.79561 -0.57429 -0.4924
C 1.64268 -0.30901 0.16879 -0.4576
H -2.46704 -0.29300 2.93070 0.4382
H -2.71128 0.66628 1.55433 0.4007
H -1.59324 -0.97844 -0.73208 0.2578
H -0.98878 0.66062 -0.46432 0.2371
H 0.56656 -0.47720 -1.54436 0.4575
H 0.64609 -1.79311 -0.65307 0.4472
H 2.36238 -1.12515 0.18578 0.2382
H 1.49271 0.01529 1.19369 0.2613
H 2.02453 0.66947 -0.15145 0.2572
H 0.36989 2.42053 -2.17718 0.4882
H 1.70707 1.97087 -2.76744 0.4984
O 1.05987 1.77798 -2.08765 -0.9795
```

---

(2)
A single C2H5BO2 molecule in a non-equilibrium geometry. Source: the OMol25 dataset; level of theory: ωB97M-V with the def2-TZVPD basis set.

Computed properties:
- Electronic energy: -254.45304 a.u.
- Orbital gap: 10.9 eV
- E_LUMO: 0.724 eV

XYZ file:
```
10
Properties=species:S:1:pos:R:3:nbo_charge:R:1
B 0.99736 -0.02463 1.99550 0.1616
C 0.47191 -0.37173 0.57300 0.6268
C -0.76151 -0.06160 -1.40544 -0.2961
O 0.25835 0.90228 0.96096 -0.6116
O -0.01600 -0.86956 -0.45966 -0.4381
H 0.24943 -0.52097 2.70583 -0.0607
H 2.03354 0.48692 2.27032 -0.0412
H -0.57593 0.98668 -0.96304 0.2298
H -1.80042 -0.28811 -1.59836 0.2186
H -0.03106 -0.23394 -2.22510 0.2109
```

---

(3)
A 3-piece molecular cluster, C5H15NO2 overall in a non-equilibrium geometry. Source: the OMol25 dataset; level of theory: ωB97M-V with the def2-TZVPD basis set.

Computed properties:
- Total charge: +1
- Electronic energy: -404.35524 a.u.
- Orbital gap (spin up / spin down): 9.5 / 4.5 eV
- E_LUMO (spin up / spin down): -3.562 / -8.553 eV
- Multiplicity: 2

XYZ file:
```
23
Properties=species:S:1:pos:R:3:nbo_charge:R:1
C 1.42569 1.16609 0.74622 -0.2886
C 1.71163 -0.10034 -0.03710 -0.4278
C 0.58456 -0.77332 -0.82400 -0.4732
C -0.85699 -0.00696 -2.72760 -0.3223
C -0.45744 0.11838 -1.44893 -0.2402
N 0.63855 0.91554 1.95615 -0.2486
H 2.34570 1.57047 1.18132 0.2896
H 0.83732 1.85286 0.14049 0.2740
H 2.08203 -0.87815 0.62802 0.2247
H 2.57660 0.08678 -0.68049 0.2573
H 1.06544 -1.20962 -1.70359 0.2451
H -0.02500 -1.54122 -0.36917 0.2449
H -1.58857 0.64743 -3.18161 0.2152
H -0.56139 -0.80936 -3.39465 0.2011
H -0.78594 1.06681 -1.02389 0.1709
H 0.14058 -0.00103 2.02125 0.4327
H -0.02178 1.67906 2.19855 0.4052
H -2.84961 0.15308 0.35662 0.4539
H -2.83182 1.56443 0.00032 0.4496
O -3.44722 0.82406 0.04917 -0.8983
H 0.53433 -2.47885 1.63237 0.4944
H -0.31157 -1.96099 2.72571 0.4889
O -0.20508 -1.88514 1.75483 -0.9485
```

---

(4)
A single C7H15NO molecule in a non-equilibrium geometry. Source: the OMol25 dataset; level of theory: ωB97M-V with the def2-TZVPD basis set.

Computed properties:
- Electronic energy: -405.68601 a.u.
- Orbital gap: 10.3 eV
- E_LUMO: 0.678 eV

XYZ file:
```
24
Properties=species:S:1:pos:R:3:nbo_charge:R:1
C -0.34645 -0.20713 0.73174 -0.0749
C -0.09726 -0.76486 -0.67058 0.0389
C -0.94892 1.19871 0.76741 -0.6226
C 0.90652 -0.28422 1.61674 -0.6085
C -1.43018 -1.20336 1.41114 -0.5982
C 1.58564 1.30076 -1.37640 -0.6830
C 0.88139 0.01343 -1.68851 0.2873
O -1.30507 -0.93921 -1.41001 -0.7131
N 1.02645 -0.46860 -2.88186 -0.6147
H -1.62440 -0.06084 -1.67984 0.4675
H 0.34498 -1.76445 -0.58328 0.1961
H 0.44563 -1.31301 -2.98766 0.3400
H -1.51255 1.40279 1.68556 0.2205
H -1.65760 1.41832 -0.03656 0.2022
H -0.20238 1.99500 0.73015 0.2117
H 1.37915 -1.27022 1.55425 0.2119
H 1.65444 0.46518 1.35622 0.2053
H 0.65175 -0.10456 2.66741 0.2168
H -2.36456 -1.23219 0.84254 0.2240
H -1.67273 -0.85333 2.42030 0.2025
H -1.03450 -2.22091 1.49380 0.2057
H 2.28562 1.55170 -2.18050 0.2411
H 2.17279 1.22447 -0.46427 0.2180
H 0.86225 2.11653 -1.31778 0.2253
```

---

Q: Which formula does entry 4 have?
A: C7H15NO